Entry 1:
Computed, not measured: a structure of composition C32H33CeClNOS7, with ωB97M-V/def2-TZVPD.

Geometry as ORCA input:
```
! RIJCOSX wB97M-V def2-TZVPD def2/J DEFGRID3
* xyz 0 2
Ce 0.890 -0.468 -0.308
C -3.477 -2.492 0.806
C -2.590 -3.713 0.598
S -0.910 -3.279 1.160
C -0.380 -4.740 2.119
C 1.150 -4.710 2.272
S 1.998 -3.171 1.736
C 2.073 -2.226 3.287
C 0.728 -1.712 3.777
S 0.081 -0.397 2.674
C -1.711 -0.632 2.978
C -2.575 -0.038 1.873
S -2.629 -0.941 0.295
H -3.746 -2.373 1.855
H -4.391 -2.569 0.217
H -2.528 -3.965 -0.461
H -2.953 -4.575 1.158
H -0.699 -5.640 1.595
H -0.879 -4.700 3.087
H 1.601 -5.472 1.640
H 1.450 -4.893 3.303
H 2.737 -1.399 3.046
H 2.545 -2.855 4.043
H 0.841 -1.279 4.772
H -0.013 -2.512 3.818
H -1.953 -0.130 3.917
H -1.879 -1.702 3.086
H -2.191 0.936 1.585
H -3.601 0.080 2.222
C 3.100 1.982 -3.797
C 2.823 1.299 -4.971
C 2.123 0.109 -4.918
C 1.721 -0.411 -3.684
N 1.938 0.301 -2.563
C 2.602 1.454 -2.623
C 1.111 -1.752 -3.520
C 1.096 -2.622 -4.616
C 0.618 -3.912 -4.494
C 0.160 -4.342 -3.260
C 0.169 -3.467 -2.182
C 0.628 -2.140 -2.242
H 3.666 2.902 -3.789
H 3.162 1.686 -5.924
H 1.904 -0.413 -5.836
H 2.760 1.961 -1.680
H 1.477 -2.316 -5.583
H 0.613 -4.579 -5.348
H -0.197 -5.359 -3.140
H -0.196 -3.848 -1.235
O -0.073 1.407 0.461
C -0.327 2.771 0.377
C -1.237 3.207 1.542
C -1.089 2.870 2.855
C -2.097 3.411 3.697
C -3.001 4.154 3.009
S -2.643 4.190 1.332
C -0.991 3.053 -0.967
C -1.367 4.210 -1.574
C -1.977 3.991 -2.839
C -2.035 2.677 -3.165
S -1.365 1.675 -1.935
C 0.964 3.596 0.500
C 1.693 3.851 1.621
C 2.872 4.603 1.374
C 3.017 4.926 0.064
S 1.713 4.329 -0.879
H -0.280 2.246 3.204
H -2.141 3.251 4.765
H -3.865 4.685 3.378
H -1.198 5.190 -1.151
H -2.352 4.786 -3.468
H -2.446 2.228 -4.056
H 1.408 3.507 2.604
H 3.571 4.897 2.144
H 3.805 5.487 -0.413
Cl 3.175 -0.167 0.774
*
```

## Properties
⟨S²⟩ = 0.751
E_LUMO (spin up / spin down) = 0.21 / 0.21 eV
M = 847.660 g mol⁻¹
Energy above the lowest of the compared OMol25 structures with the same formula, charge and spin = 14.11 kcal per mole
Gap between HOMO and LUMO (spin up / spin down) = 8.10 / 8.12 eV
E_HOMO (spin up / spin down) = -0.2899 / -0.2906 Eh

These are the Mulliken partial charges, in e, on atoms 1 to 6: number 1, Ce, carries 0.3713; number 2, C, carries -0.9770; number 3, C, carries -0.7321; number 4, S, carries 0.3436; number 5, C, carries -1.0267; number 6, C, carries -0.8409

---

Entry 2:
Computed, not measured: a structure of composition C32H33Cl2N2O5TeTi, with ωB97M-V/def2-TZVPD.

Geometry as ORCA input:
```
! RIJCOSX wB97M-V def2-TZVPD def2/J DEFGRID3
* xyz 2 2
Ti 1.810 1.692 0.007
N 2.325 1.426 2.202
H 3.038 2.070 2.534
H 2.561 0.502 2.549
H 1.457 1.683 2.666
Cl 3.558 1.843 -2.394
C 4.626 0.728 -1.552
Cl 3.689 -0.076 -0.221
H 5.443 1.272 -1.096
H 4.966 -0.045 -2.229
C -1.729 -7.628 3.502
C -1.289 -6.365 2.815
C -0.352 -6.398 1.785
C 0.081 -5.244 1.147
C 1.101 -5.340 0.040
C -0.461 -4.026 1.579
Te 0.391 -2.283 0.772
N 0.449 0.384 0.506
C -0.096 0.784 -0.612
O 0.802 1.382 -1.468
C -1.510 0.830 -0.961
C -2.458 0.496 0.008
C -3.799 0.698 -0.251
C -4.194 1.230 -1.476
C -3.254 1.526 -2.455
C -1.907 1.329 -2.200
C -0.340 -2.329 -1.174
C 0.601 -1.973 -2.146
C 0.241 -1.936 -3.480
C -1.064 -2.250 -3.836
C -1.993 -2.590 -2.864
C -1.664 -2.637 -1.510
C -2.730 -3.000 -0.513
C -1.399 -3.946 2.610
C -2.002 -2.653 3.099
C -1.804 -5.135 3.204
H -1.098 -8.471 3.226
H -2.758 -7.872 3.230
H -1.696 -7.510 4.585
H 0.066 -7.350 1.478
H 1.396 -6.375 -0.117
H 2.009 -4.778 0.277
H 0.704 -4.961 -0.905
H -2.127 0.115 0.966
H -4.541 0.464 0.501
H -5.242 1.421 -1.664
H -3.571 1.924 -3.410
H -1.161 1.561 -2.948
H 1.620 -1.742 -1.858
H 0.971 -1.676 -4.235
H -1.359 -2.234 -4.877
H -3.011 -2.819 -3.155
H -3.712 -2.738 -0.903
H -2.593 -2.484 0.435
H -2.724 -4.073 -0.311
H -1.468 -1.774 2.729
H -1.992 -2.613 4.188
H -3.044 -2.569 2.783
H -2.540 -5.095 4.000
O 2.984 3.279 0.211
C 1.905 3.984 0.334
O 0.844 3.246 0.577
C 1.830 5.398 0.178
C 0.582 6.025 0.246
C 0.454 7.387 0.010
C 1.616 8.072 -0.279
O 1.742 9.373 -0.551
C 3.143 9.623 -0.791
O 3.819 8.373 -0.619
C 2.869 7.453 -0.325
C 3.017 6.122 -0.106
H -0.292 5.432 0.478
H -0.499 7.892 0.048
H 3.508 10.347 -0.066
H 3.273 9.981 -1.809
H 3.983 5.639 -0.139
*
```

## Properties
⟨S²⟩ = 0.756
E_LUMO (spin up / spin down) = -6.15 / -7.59 eV
M = 771.998 g mol⁻¹
Energy above the lowest of the compared OMol25 structures with the same formula, charge and spin = 27.98 kcal per mole
Gap between HOMO and LUMO (spin up / spin down) = 6.77 / 5.33 eV
E_HOMO (spin up / spin down) = -0.4748 / -0.4748 Eh

These are the Mulliken partial charges, in e, on atoms 1 to 6: number 1, Ti, carries -0.5950; number 2, N, carries -0.4497; number 3, H, carries 0.2969; number 4, H, carries 0.2752; number 5, H, carries 0.2902; number 6, Cl, carries -0.0319

---

Entry 3:
Computed, not measured: a structure of composition C32H33ClF2HfN2O2SbSe4Te, with ωB97M-V/def2-TZVPD.

Geometry as ORCA input:
```
! RIJCOSX wB97M-V def2-TZVPD def2/J DEFGRID3
* xyz -1 1
Hf -0.266 0.599 1.604
Se 1.973 1.106 3.052
Se 1.222 2.716 4.587
Te -1.092 1.960 5.165
Se -2.073 2.340 2.898
F 0.496 -3.256 5.608
C -0.447 -2.661 4.830
C -0.079 -1.620 4.017
C -1.000 -0.972 3.178
C -2.340 -1.426 3.282
C -2.651 -2.501 4.108
F -3.924 -2.985 4.140
C -1.733 -3.155 4.894
C -3.451 -0.732 2.574
C -4.656 -0.432 3.215
C -5.613 0.299 2.544
C -5.355 0.719 1.245
C -4.139 0.384 0.688
N -3.212 -0.332 1.329
H 0.953 -1.297 4.052
H -2.007 -3.996 5.515
H -4.809 -0.741 4.238
H -6.544 0.560 3.034
H -6.069 1.309 0.685
H -3.873 0.713 -0.311
Cl -2.511 6.542 -4.071
C -2.004 5.363 -2.883
C -0.839 4.646 -3.096
C -0.440 3.711 -2.153
C -1.212 3.500 -1.021
C -2.379 4.224 -0.816
C -2.778 5.168 -1.751
C -0.796 2.467 -0.032
O 0.131 2.650 0.771
O -1.425 1.338 -0.004
H -0.255 4.819 -3.990
H 0.466 3.131 -2.294
H -2.966 4.057 0.080
H -3.679 5.749 -1.605
C 3.292 -3.258 1.514
C 2.233 -2.248 1.554
N 1.402 -1.465 1.545
H 3.416 -3.619 0.495
H 3.036 -4.090 2.167
H 4.227 -2.816 1.852
C 6.574 0.463 -4.012
C 5.271 0.431 -3.251
C 5.205 0.773 -1.907
C 4.008 0.741 -1.189
C 3.993 1.123 0.264
C 2.829 0.355 -1.840
Se 1.130 0.250 -0.978
C 2.870 0.012 -3.204
C 1.640 -0.415 -3.968
C 4.089 0.056 -3.876
H 7.378 0.865 -3.394
H 6.496 1.084 -4.908
H 6.872 -0.538 -4.336
H 6.112 1.077 -1.391
H 4.988 1.412 0.609
H 3.638 0.296 0.883
H 3.300 1.944 0.454
H 0.767 0.168 -3.678
H 1.393 -1.462 -3.761
H 1.804 -0.311 -5.043
H 4.107 -0.206 -4.932
C -2.089 -1.170 -1.987
Sb -1.190 -1.911 -0.191
C 0.109 -3.361 -1.099
C -2.743 -3.356 0.182
H -1.937 -1.895 -2.788
H -1.631 -0.218 -2.249
H -3.160 -1.036 -1.819
H -0.424 -3.862 -1.909
H 0.406 -4.106 -0.355
H 0.992 -2.853 -1.485
H -2.938 -3.903 -0.744
H -3.652 -2.850 0.511
H -2.434 -4.060 0.960
*
```

## Properties
E_LUMO = 2.24 eV
M = 1294.767 g mol⁻¹
Energy above the lowest of the compared OMol25 structures with the same formula, charge and spin = 22.94 kcal per mole
Gap between HOMO and LUMO = 6.63 eV
E_HOMO = -0.1614 Eh

These are the Mulliken partial charges, in e, on atoms 1 to 6: number 1, Hf, carries 0.0105; number 2, Se, carries -0.2010; number 3, Se, carries -0.2856; number 4, Te, carries -0.2058; number 5, Se, carries -0.2327; number 6, F, carries -0.3886

---

Entry 4:
Computed, not measured: a cluster of 2 separate species, C32H33ClN3O in total, with ωB97M-V/def2-TZVPD.

Geometry as ORCA input:
```
! RIJCOSX wB97M-V def2-TZVPD def2/J DEFGRID3
* xyz 1 1
C -4.679 0.513 -5.192
N -3.405 -0.168 -5.452
C -2.921 -0.050 -6.833
C -2.475 -0.369 -4.379
C -2.394 -1.602 -3.708
C -1.536 -1.779 -2.655
C -0.703 -0.731 -2.207
C 0.192 -0.950 -1.120
C 1.046 0.008 -0.609
C 1.963 -0.210 0.401
C 2.858 0.775 0.910
C 3.752 0.450 1.954
C 4.619 1.379 2.463
C 4.656 2.690 1.959
N 5.543 3.670 2.513
C 6.753 4.074 1.785
C 5.035 4.666 3.465
C 3.777 3.017 0.913
C 2.905 2.094 0.406
C -0.787 0.503 -2.889
C -1.645 0.674 -3.941
H -4.971 0.373 -4.152
H -4.586 1.579 -5.388
H -5.463 0.108 -5.829
H -1.987 -0.598 -6.950
H -3.652 -0.463 -7.527
H -2.749 0.993 -7.089
H -3.026 -2.407 -4.039
H -1.497 -2.729 -2.151
H 0.210 -1.934 -0.684
H 1.000 0.991 -1.035
H 2.019 -1.197 0.826
H 3.749 -0.550 2.355
H 5.291 1.126 3.266
H 7.064 3.278 1.109
H 6.566 4.974 1.202
H 7.566 4.271 2.482
H 4.139 4.286 3.954
H 5.782 4.878 4.227
H 4.785 5.591 2.950
H 3.802 4.017 0.518
H 2.248 2.381 -0.395
H -0.167 1.327 -2.584
H -1.702 1.622 -4.447
Cl -1.782 -6.349 -0.802
C -2.748 -4.999 -0.346
C -4.006 -4.807 -0.890
C -4.717 -3.668 -0.571
C -4.166 -2.736 0.266
N -2.926 -2.932 0.834
C -2.391 -1.971 1.685
C -1.179 -2.105 2.373
C -0.696 -1.000 3.241
C 0.625 -0.999 3.670
C 1.122 0.044 4.420
C 0.301 1.099 4.759
C -1.021 1.097 4.370
C -1.519 0.052 3.627
O -0.467 -3.114 2.258
C -2.242 -4.076 0.529
H -4.413 -5.554 -1.549
H -5.699 -3.514 -0.986
H -4.694 -1.829 0.499
H -2.951 -1.061 1.772
H 1.255 -1.831 3.404
H 2.151 0.038 4.739
H 0.695 1.931 5.317
H -1.667 1.915 4.641
H -2.560 0.042 3.360
H -1.281 -4.243 0.979
*
```

## Properties
E_LUMO = -5.25 eV
M = 511.089 g mol⁻¹
Gap between HOMO and LUMO = 4.53 eV
E_HOMO = -0.3594 Eh

These are the Mulliken partial charges, in e, on atoms 1 to 6: number 1, C, carries -0.9624; number 2, N, carries 0.1653; number 3, C, carries -0.9490; number 4, C, carries -0.1963; number 5, C, carries -0.2923; number 6, C, carries -0.6976

---

Entry 5:
Computed, not measured: a structure of composition C32H33F6N6O11S3Ti, with ωB97M-V/def2-TZVPD.

Geometry as ORCA input:
```
! RIJCOSX wB97M-V def2-TZVPD def2/J DEFGRID3
* xyz -1 1
Ti 1.850 -1.781 0.815
C -1.049 -2.926 3.194
C -1.070 -3.001 1.715
N -0.191 -2.439 0.907
C -0.594 -2.698 -0.373
C -1.731 -3.438 -0.360
N -2.020 -3.607 0.973
C -2.622 -3.998 -1.399
O -2.267 -3.786 -2.654
O -3.610 -4.615 -1.083
C 0.252 -2.166 -1.458
O -0.025 -2.325 -2.638
O 1.286 -1.527 -1.000
H -1.193 -1.887 3.495
H -0.079 -3.257 3.562
H -1.842 -3.533 3.627
H -2.846 -4.082 1.302
H -1.426 -3.256 -2.711
F 4.769 -5.022 -1.826
C 4.451 -4.059 -0.960
F 5.565 -3.632 -0.383
F 3.907 -3.054 -1.652
S 3.223 -4.735 0.300
O 2.010 -3.939 0.057
O 3.125 -6.120 -0.031
N 3.839 -4.443 1.699
S 3.602 -3.009 2.409
O 2.043 -2.819 2.514
O 3.692 -1.982 1.169
C 4.304 -0.938 4.264
F 3.423 -1.111 5.382
F 5.437 -1.633 4.720
F 4.698 0.395 4.469
C -3.293 2.140 -5.033
O -2.325 2.095 -4.005
C -2.475 2.965 -2.963
C -3.402 3.990 -2.914
C -3.476 4.805 -1.786
C -2.628 4.583 -0.719
C -1.697 3.549 -0.767
C -1.606 2.738 -1.885
N -0.685 1.681 -2.001
C -0.331 1.007 -0.788
N 0.918 1.341 -0.357
C 1.300 1.256 1.020
C 1.505 0.057 1.717
C 1.716 0.130 3.098
C 1.808 1.351 3.746
C 1.711 2.535 3.031
C 1.454 2.482 1.670
O 1.330 3.593 0.870
C 1.494 4.853 1.483
N -1.043 0.169 -0.147
C -2.360 -0.186 -0.469
C -2.770 -0.594 -1.743
C -4.042 -1.089 -1.982
C -4.945 -1.194 -0.935
C -4.559 -0.805 0.337
C -3.281 -0.316 0.585
O -2.981 -0.079 1.899
C -2.220 1.081 2.252
H -3.043 1.337 -5.721
H -3.264 3.094 -5.566
H -4.297 1.978 -4.632
H -4.077 4.156 -3.742
H -4.206 5.603 -1.752
H -2.685 5.205 0.165
H -1.028 3.377 0.068
H -0.979 1.047 -2.725
H 1.296 2.126 -0.863
H 1.867 -0.765 3.680
H 2.025 1.368 4.806
H 1.835 3.483 3.537
H 1.361 5.592 0.696
H 2.491 4.959 1.917
H 0.745 5.017 2.264
H -2.048 -0.606 -2.549
H -4.306 -1.431 -2.974
H -5.936 -1.596 -1.102
H -5.233 -0.888 1.181
H -2.502 1.318 3.278
H -2.480 1.919 1.602
H -1.150 0.890 2.199
C 4.228 1.835 -0.693
S 4.055 0.075 -1.020
C 3.248 0.154 -2.626
H 4.971 2.284 -1.353
H 4.553 1.941 0.341
H 3.282 2.362 -0.815
H 2.244 0.567 -2.532
H 3.169 -0.864 -3.000
H 3.837 0.748 -3.327
*
```

## Properties
E_LUMO = 1.69 eV
M = 935.703 g mol⁻¹
Energy above the lowest of the compared OMol25 structures with the same formula, charge and spin = 52.31 kcal per mole
Gap between HOMO and LUMO = 5.81 eV
E_HOMO = -0.1515 Eh

These are the Mulliken partial charges, in e, on atoms 1 to 6: number 1, Ti, carries -0.4792; number 2, C, carries -1.4020; number 3, C, carries -0.1262; number 4, N, carries 1.1448; number 5, C, carries -1.2452; number 6, C, carries 0.7087

---

Entry 6:
Computed, not measured: a structure of composition C32H33FN4STaTe, with ωB97M-V/def2-TZVPD.

Geometry as ORCA input:
```
! RIJCOSX wB97M-V def2-TZVPD def2/J DEFGRID3
* xyz 1 1
Ta -0.082 0.364 -0.074
C 1.304 -2.719 0.124
C 2.449 -2.213 1.004
C 2.704 -0.717 0.914
N 1.562 0.149 1.271
C 1.607 0.913 2.356
C 2.490 0.654 3.431
C 2.835 1.421 4.515
C 2.406 2.702 4.877
C 1.413 3.419 4.266
C 0.580 3.057 3.199
C 0.580 1.948 2.379
N -0.376 1.768 1.408
C -1.704 2.392 1.530
C -2.024 3.382 0.420
C -1.516 2.925 -0.948
N -1.462 1.461 -1.106
C -2.259 0.799 -2.022
C -3.409 1.388 -2.498
C -4.334 0.981 -3.470
C -4.351 -0.152 -4.234
C -3.429 -1.202 -4.164
C -2.333 -1.369 -3.357
C -1.758 -0.532 -2.369
N -0.677 -0.900 -1.689
C 0.004 -2.163 -2.031
C 1.367 -2.334 -1.363
H 0.360 -2.387 0.554
H 1.266 -3.808 0.203
H 3.384 -2.708 0.725
H 2.242 -2.499 2.039
H 2.967 -0.455 -0.106
H 3.575 -0.440 1.507
H 2.980 -0.310 3.381
H 3.565 0.966 5.176
H 2.887 3.155 5.733
H 1.210 4.399 4.682
H -0.171 3.797 2.952
H -1.836 2.871 2.498
H -2.428 1.574 1.500
H -1.579 4.358 0.625
H -3.108 3.524 0.413
H -0.496 3.289 -1.088
H -2.093 3.395 -1.740
H -3.646 2.339 -2.041
H -5.148 1.678 -3.635
H -5.158 -0.257 -4.947
H -3.614 -2.030 -4.838
H -1.825 -2.310 -3.501
H 0.156 -2.179 -3.113
H -0.644 -3.009 -1.775
H 1.957 -1.433 -1.544
H 1.888 -3.116 -1.919
Te 1.800 1.602 -1.757
C 3.361 0.425 -2.467
C 3.325 -0.395 -3.561
C 4.580 -1.022 -3.822
C 5.541 -0.653 -2.931
S 4.939 0.479 -1.802
H 2.435 -0.541 -4.158
H 4.755 -1.709 -4.638
H 6.574 -0.965 -2.899
F -3.862 -3.149 3.635
C -3.024 -2.473 2.835
C -1.891 -1.903 3.385
C -1.036 -1.201 2.551
C -1.275 -1.055 1.172
C -2.435 -1.669 0.677
C -3.318 -2.368 1.494
H -1.696 -2.013 4.444
H -0.155 -0.765 3.004
H -2.684 -1.617 -0.376
H -4.214 -2.832 1.102
*
```

## Properties
E_LUMO = -3.72 eV
M = 833.257 g mol⁻¹
Energy above the lowest of the compared OMol25 structures with the same formula, charge and spin = 0.00 kcal per mole
Gap between HOMO and LUMO = 6.27 eV
E_HOMO = -0.3671 Eh

These are the Mulliken partial charges, in e, on atoms 1 to 6: number 1, Ta, carries -1.5901; number 2, C, carries 0.0067; number 3, C, carries -0.9687; number 4, C, carries -0.3958; number 5, N, carries 0.8348; number 6, C, carries 1.2029

---

> What is the formula in the third record?

C32H33ClF2HfN2O2SbSe4Te